Entry 1:
# C3H12ClN6O3

4 unconnected molecules or ions with the total composition C3H12ClN6O3 (ωB97M-V/def2-TZVPD, OMol25).

Calculated values
net charge	-1
orbital gap	8.65	eV
LUMO energy	3.20	eV
energy above the lowest of the compared OMol25 structures with the same formula, charge and spin	17.63	kcal/mol

XYZ file:
```
25
Properties=species:S:1:pos:R:3:forces:R:3:mulliken_charge:R:1
Cl 16.655130 -2.190950 -23.405450 0.2 -0.4 0.0 -0.817
C 13.148600 -4.805040 -22.106630 -0.9 -0.7 1.8 0.564
O 12.384760 -4.055600 -22.622490 -1.6 1.3 -1.6 -0.637
N 14.397110 -5.043310 -22.304260 5.4 0.3 -2.7 -0.363
N 12.874610 -5.598490 -21.063940 -3.8 -1.8 3.2 -0.355
H 14.874930 -5.355720 -21.471070 0.5 0.2 -0.8 0.235
H 14.903480 -4.520860 -23.004780 0.2 0.3 0.2 0.218
H 13.496450 -6.248170 -20.604220 -0.1 0.3 -0.5 0.146
H 11.908190 -5.688130 -20.784500 0.2 0.2 0.1 0.188
C 16.026200 -3.978260 -19.688840 -0.5 -0.5 2.5 0.474
O 15.553170 -4.252940 -18.590110 -0.2 0.3 0.8 -0.735
N 16.807650 -4.852830 -20.306050 1.6 -3.1 -1.3 -0.379
N 15.936050 -2.865210 -20.342980 -0.9 2.6 -0.7 -0.054
H 17.173390 -5.598120 -19.730820 -0.3 0.0 -0.5 0.174
H 16.949850 -4.832780 -21.305790 0.5 0.1 0.3 0.228
H 16.201550 -2.904280 -21.316670 0.2 1.2 -0.5 0.008
H 15.675230 -2.016240 -19.862030 -0.3 -0.3 -0.5 0.158
C 18.012160 -3.554950 -27.185520 -3.3 -4.7 -2.3 0.627
O 17.583700 -4.059330 -28.276750 1.0 1.2 2.0 -0.734
N 18.762150 -2.497560 -27.136840 1.9 2.7 -0.8 -0.418
N 17.762730 -4.111590 -25.992550 0.5 -0.1 0.9 -0.300
H 18.832180 -1.960850 -26.284120 -0.1 0.2 -0.4 0.247
H 18.809240 -2.092100 -28.060680 0.3 0.6 0.5 0.241
H 18.164880 -3.601310 -25.219250 -0.7 -0.4 0.5 0.117
H 17.138860 -4.887960 -25.824800 0.2 0.5 -0.4 0.166
```
Positions in Å, forces in eV/Å.

Entry 2:
# C3H12CsN6O3

A molecular structure, C3H12CsN6O3 (ωB97M-V/def2-TZVPD, OMol25).

Calculated values
net charge	+1
orbital gap	10.27	eV
LUMO energy	-2.70	eV
energy above the lowest of the compared OMol25 structures with the same formula, charge and spin	7.62	kcal/mol

XYZ file:
```
25
Properties=species:S:1:pos:R:3:forces:R:3:mulliken_charge:R:1
Cs -1.775906 -2.484696 -0.691546 0.0 -0.3 -0.5 1.090
C 2.033361 -1.265020 -0.633572 -0.3 -0.3 0.1 0.684
O 1.637565 -2.413053 -0.800371 -0.4 0.1 -0.1 -0.637
N 3.194428 -0.813755 -1.193864 -0.2 0.2 0.1 -0.430
N 1.312523 -0.354047 0.102258 1.4 -0.5 -0.5 -0.173
H 3.647380 0.011034 -0.841724 0.1 0.0 -0.1 0.183
H 3.762669 -1.492077 -1.668420 0.0 -0.1 0.1 0.257
H 0.366057 -0.602743 0.320912 -0.1 0.6 0.2 -0.120
H 1.690343 0.575171 0.112837 -0.7 0.3 0.2 0.176
C -1.036178 0.793664 -2.207847 -0.3 0.2 -1.1 0.682
O -1.715349 -0.188657 -2.513138 0.3 -0.1 0.7 -0.748
N 0.231385 0.965280 -2.689531 -0.3 0.3 0.6 -0.366
N -1.545212 1.836820 -1.481337 0.6 -0.6 -0.4 -0.397
H 0.635500 0.254616 -3.270107 -0.1 0.0 -0.1 0.226
H 0.649254 1.877015 -2.647615 0.2 -0.1 -0.2 0.176
H -0.897322 2.503259 -1.102947 -0.3 0.1 0.3 0.189
H -2.434507 1.656907 -1.052929 0.0 0.2 0.2 0.228
C -1.353520 -0.176285 2.286337 0.1 0.3 -0.1 0.583
O -1.694776 -0.299913 1.099117 0.4 -0.1 0.6 -0.589
N -0.910492 -1.212825 3.051679 -0.4 0.7 -0.2 -0.353
N -1.335332 1.051266 2.884341 -0.1 -0.5 0.0 -0.426
H -0.714234 -1.043966 4.021284 0.2 -0.4 0.0 0.162
H -0.705312 -2.096867 2.628922 0.0 -0.1 0.1 0.179
H -1.223784 1.127941 3.880526 0.0 0.1 0.0 0.189
H -1.818542 1.790931 2.406733 -0.1 0.0 0.0 0.234
```
Positions in Å, forces in eV/Å.

Entry 3:
# C3H12FeN6O7P

A molecular structure, C3H12FeN6O7P (ωB97M-V/def2-TZVPD, OMol25).

Calculated values
orbital gap (alpha / beta)	6.73 / 6.46	eV
spin multiplicity	6
LUMO energy (alpha / beta)	-0.33 / -0.33	eV
<S²>	8.7596

XYZ file:
```
30
Properties=species:S:1:pos:R:3:forces:R:3:mulliken_charge:R:1
Fe -17.377873 32.708273 -1.249810 -0.6 -0.5 2.8 1.360
P -18.329447 32.708827 0.910817 -1.5 0.5 3.9 1.076
O -17.925257 34.007904 0.119900 -0.1 2.1 -0.5 -0.590
O -18.882165 32.797991 2.331012 0.7 0.1 -2.9 -0.783
O -17.033274 31.960066 0.688977 3.8 -1.5 -0.3 -0.616
O -19.066669 32.010091 -0.251289 -2.7 -0.5 -2.2 -0.656
C -17.292450 30.469873 -3.562718 -0.7 0.9 -2.4 0.544
O -17.279832 31.102090 -2.550055 0.2 1.5 2.3 -0.663
N -16.792274 29.314637 -3.760541 2.2 -4.9 0.8 -0.396
N -17.764242 30.909571 -4.735157 -1.5 2.9 -0.5 -0.411
H -17.138815 28.812930 -4.565708 0.6 -0.4 0.5 0.169
H -16.330024 28.862338 -2.984750 -0.2 -0.4 -0.3 0.264
H -17.845857 30.371612 -5.586062 0.0 0.5 0.4 0.159
H -18.146317 31.834048 -4.595672 -0.4 -0.1 -1.0 0.201
C -19.281620 34.525256 -2.882748 1.2 -1.2 2.3 0.464
O -18.235097 33.917389 -2.631088 0.3 0.0 -1.0 -0.247
N -20.406942 34.467655 -2.248001 -2.2 -1.8 2.9 -0.346
N -19.454983 35.353265 -3.864714 0.6 2.4 -4.3 -0.524
H -20.505125 33.785591 -1.509593 0.0 -0.1 0.4 0.232
H -21.140605 35.137492 -2.430080 0.3 -0.2 0.3 0.213
H -18.656197 35.529324 -4.457210 -0.3 -0.1 -0.2 0.229
H -20.317271 35.038877 -4.286279 0.2 1.0 -1.0 0.217
C -14.883109 34.251894 -2.318630 -2.8 -0.6 0.4 0.621
O -15.521118 33.376108 -1.736732 0.4 -1.3 0.0 -0.637
N -15.346753 34.924865 -3.325152 -2.2 1.2 -3.9 -0.317
N -13.767335 34.699590 -1.930541 5.7 0.8 3.8 -0.406
H -15.941797 34.409662 -3.958060 -0.2 0.5 0.1 0.206
H -14.854293 35.738467 -3.665190 -0.2 -0.4 -0.2 0.183
H -13.266264 35.523683 -2.230382 -0.5 -0.3 -0.4 0.166
H -13.452608 34.340246 -1.040647 0.1 0.1 0.0 0.287
```
Positions in Å, forces in eV/Å.

Entry 4:
# C3H12N2O

3 unconnected molecules or ions with the total composition C3H12N2O (ωB97M-V/def2-TZVPD, OMol25).

Calculated values
SMILES	C=C.NCO.N
orbital gap	10.19	eV
LUMO energy	0.76	eV
energy above the lowest of the compared OMol25 structures with the same formula, charge and spin	45.40	kcal/mol

XYZ file:
```
18
Properties=species:S:1:pos:R:3:forces:R:3:mulliken_charge:R:1
C -3.963688 -0.378031 0.037491 0.4 -0.3 0.2 -0.433
C -2.662754 -0.638076 0.227358 -1.4 0.0 -0.2 -0.439
H -4.583380 0.135354 0.764241 0.3 0.7 -0.3 0.231
H -4.491890 -0.728989 -0.843153 0.0 -0.6 0.3 0.224
H -2.061076 -0.074279 0.919092 0.0 -0.4 0.5 0.215
H -2.224370 -1.470588 -0.302306 0.5 0.5 -0.5 0.205
N 1.671694 -1.762454 -0.885339 -0.3 0.2 0.2 -0.559
C 1.382060 -1.306418 0.467191 -0.2 0.1 0.6 -0.159
O 0.028573 -1.507663 0.800680 -0.4 -0.2 0.0 -0.485
H 2.663712 -1.940295 -0.985138 -0.1 -0.2 -0.1 0.229
H 1.148348 -2.619565 -1.012680 0.2 -0.2 -0.3 0.214
H 2.067990 -1.755509 1.206507 -0.3 0.1 0.0 0.282
H 1.431251 -0.220265 0.545390 0.6 0.0 -0.2 0.188
H -0.231683 -2.371175 1.146981 0.7 0.0 -0.2 0.286
N 2.593077 4.050617 -0.302114 0.0 1.6 0.5 -0.650
H 1.653050 3.682739 -0.255661 0.3 -0.9 -0.7 0.219
H 3.184717 3.864587 -1.099918 -0.6 -0.9 -0.2 0.217
H 2.394373 5.040005 -0.428616 0.3 0.2 0.4 0.215
```
Positions in Å, forces in eV/Å.

Entry 5:
# C3H12N2O2

3 unconnected molecules or ions with the total composition C3H12N2O2 (ωB97M-V/def2-TZVPD, OMol25).

Calculated values
SMILES	C/C(N)=C/N.O.O
orbital gap	8.36	eV
LUMO energy	0.44	eV
energy above the lowest of the compared OMol25 structures with the same formula, charge and spin	36.25	kcal/mol

XYZ file:
```
19
Properties=species:S:1:pos:R:3:forces:R:3:mulliken_charge:R:1
C 0.386247 -0.573220 2.130991 -0.7 0.1 0.4 -1.255
C -0.505654 -0.272744 0.946747 -0.9 -0.5 1.5 0.609
N -1.105743 1.009137 1.007340 0.6 0.6 -0.9 -0.577
C -1.018428 -1.297764 0.247208 0.8 0.5 -1.2 -0.330
N -1.695664 -1.053961 -0.976440 0.1 0.4 1.3 -0.445
H 0.176690 -1.599456 2.434226 0.6 -0.2 -0.2 0.328
H 1.449115 -0.378288 2.001673 0.1 -0.2 -0.2 0.248
H 0.066999 0.006474 3.003114 0.0 0.2 -0.2 0.347
H -0.453341 1.774149 1.101780 0.4 -0.1 0.5 0.245
H -1.635339 1.279893 0.192473 -0.5 -0.5 -0.2 0.323
H -0.651751 -2.305846 0.422242 -0.1 0.0 0.2 0.265
H -1.137209 -0.526840 -1.616917 -0.4 -0.2 -0.7 0.162
H -2.477649 -1.612029 -1.251867 0.2 0.0 -0.4 0.168
O 2.601536 0.256652 -1.537424 -0.1 -0.1 0.6 -0.643
H 2.300156 -0.641534 -1.347406 -0.1 0.0 -0.3 0.313
H 2.724705 0.600268 -0.642709 0.2 0.2 -0.2 0.325
O 0.164285 1.960374 -2.349715 -0.1 0.2 0.0 -0.664
H -0.286815 1.544473 -1.611954 0.0 0.0 0.1 0.243
H 1.097861 1.830261 -2.153362 0.1 -0.2 -0.1 0.338
```
Positions in Å, forces in eV/Å.

Entry 6:
# C3H12N2OS

2 unconnected molecules or ions with the total composition C3H12N2OS (ωB97M-V/def2-TZVPD, OMol25).

Calculated values
SMILES	NCNCCS.O
orbital gap	9.59	eV
LUMO energy	0.75	eV
energy above the lowest of the compared OMol25 structures with the same formula, charge and spin	18.73	kcal/mol

XYZ file:
```
19
Properties=species:S:1:pos:R:3:forces:R:3:mulliken_charge:R:1
N -0.246363 -2.227426 0.133649 -0.3 -1.0 0.1 -0.491
C 0.828912 -1.373449 -0.192037 -0.2 0.8 -0.1 -0.544
N 0.468586 0.051465 -0.355411 -0.3 -0.3 0.0 -0.196
C -0.587458 0.345167 -1.322538 0.3 0.5 0.4 -0.920
C -0.871763 1.873744 -1.232560 0.6 -1.5 -0.4 -0.498
S -1.797016 2.204363 0.291701 -0.2 0.0 0.0 -0.239
H -0.874705 -2.605311 -0.553009 0.4 0.3 -0.5 0.207
H -0.756249 -2.091698 0.976794 0.0 0.4 0.6 0.177
H 1.323041 -1.747727 -1.094065 0.0 -0.2 0.0 0.371
H 1.549192 -1.329568 0.627137 0.1 -0.5 -0.1 0.303
H 1.308620 0.513029 -0.683614 0.1 0.2 0.1 0.188
H -1.515161 -0.155153 -1.054003 0.1 -0.2 0.1 0.404
H -0.313335 -0.017848 -2.324536 0.0 0.4 -0.2 0.476
H -1.372021 2.122135 -2.166186 -0.5 0.5 0.4 0.363
H 0.076593 2.404004 -1.182599 0.0 0.1 -0.2 0.296
H -1.176156 1.218042 0.988582 -0.1 0.4 -0.2 0.116
O 1.515689 0.464315 3.261441 0.5 0.4 1.0 -0.647
H 1.631026 0.461089 2.315460 -0.6 -0.3 -0.4 0.321
H 0.808568 -0.109173 3.565793 0.0 -0.1 -0.6 0.315
```
Positions in Å, forces in eV/Å.

Table of strongest force on any atom (Eh/bohr), in record order: 0.119 0.030 0.133 0.033 0.036 0.032